No. 1
{"formula": "C59H63Br2Ge2N3O2S4Tc", "method": "ωB97M-V/def2-TZVPD", "lumo_ev": [-1.051, -1.057], "homo_energy_ha": [-0.2236, -0.2236], "orbital_gap_ev": [5.03, 5.03], "spin_multiplicity": 2, "total_energy_ha": -13576.32209, "s2": 0.7612, "elements": ["Tc", "Br", "Br", "Ge", "Ge", "S", "S", "S", "S", "O", "O", "N", "N", "N", "C", "C", "C", "C", "C", "C", "C", "C", "C", "C", "C", "C", "C", "C", "C", "C", "C", "C", "C", "C", "C", "C", "C", "C", "C", "C", "C", "C", "C", "C", "C", "C", "C", "C", "C", "C", "C", "C", "C", "C", "C", "C", "C", "C", "C", "C", "C", "C", "C", "C", "C", "C", "C", "C", "C", "C", "C", "C", "C", "H", "H", "H", "H", "H", "H", "H", "H", "H", "H", "H", "H", "H", "H", "H", "H", "H", "H", "H", "H", "H", "H", "H", "H", "H", "H", "H", "H", "H", "H", "H", "H", "H", "H", "H", "H", "H", "H", "H", "H", "H", "H", "H", "H", "H", "H", "H", "H", "H", "H", "H", "H", "H", "H", "H", "H", "H", "H", "H", "H", "H", "H", "H"], "positions_angstrom": [[0.026, 0.040, -0.081], [-6.974, 1.304, -0.231], [-3.820, -3.342, -0.066], [2.476, -3.528, 0.007], [4.169, -1.249, 0.099], [3.685, -2.715, 1.698], [2.376, 0.054, -0.058], [3.884, -2.741, -1.540], [0.697, -2.207, -0.033], [-1.496, -1.136, -0.089], [0.629, 1.639, -0.115], [0.034, 0.057, 1.911], [-0.687, -1.035, 4.618], [-1.591, 1.259, -0.139], [2.075, -8.273, 0.189], [4.881, 0.004, 3.549], [0.006, -4.905, -2.366], [7.121, -2.634, -1.440], [2.938, 1.988, 3.393], [4.388, -5.917, 3.135], [4.858, 0.873, 2.448], [2.887, -3.767, -6.294], [4.866, -6.425, -2.558], [7.269, -3.198, -0.051], [-5.134, -0.832, -0.152], [2.451, -5.602, -2.422], [3.825, 2.877, 1.249], [2.292, -6.235, -1.086], [-2.830, 0.683, -0.151], [1.982, -7.533, 1.356], [-2.698, -0.695, -0.118], [-4.080, 1.347, -0.187], [2.941, 1.113, 4.474], [-2.818, 3.371, -0.211], [1.909, 1.255, 5.562], [1.528, -4.343, -4.266], [7.239, -4.048, -4.972], [-1.639, 2.620, -0.173], [2.739, -4.417, -4.945], [6.878, -0.290, -0.577], [5.809, -0.196, 0.335], [7.988, 0.543, -0.433], [5.963, -1.034, 3.690], [-0.520, -5.024, 2.154], [7.224, -3.522, -2.509], [3.887, 1.885, 2.377], [6.919, -1.270, -1.696], [7.121, -3.086, -3.821], [2.213, -5.475, 0.093], [1.587, -3.354, 6.386], [0.708, -4.873, 3.012], [2.043, -6.141, 1.323], [5.906, 0.725, 1.401], [3.665, -5.705, -3.115], [6.591, 0.635, -3.342], [-3.876, -1.440, -0.118], [3.915, 0.125, 4.544], [6.821, -0.820, -3.024], [-1.339, -0.046, 2.434], [-5.237, 0.542, -0.187], [1.717, -4.089, 5.076], [1.365, -4.935, -3.018], [-4.038, 2.742, -0.218], [-1.417, 0.075, 3.950], [8.064, 1.455, 0.604], [2.226, -7.626, -1.025], [3.793, -5.109, -4.366], [6.915, -1.734, -4.067], [7.030, 1.539, 1.520], [1.937, -5.430, 2.626], [3.043, -5.338, 3.483], [0.618, -4.207, 4.230], [2.919, -4.662, 4.696], [3.934, -0.548, 5.395], [5.832, -1.626, 4.598], [8.088, -3.774, -5.605], [-2.760, 4.449, -0.236], [-0.717, -4.363, -2.976], [7.402, -4.571, -2.306], [-0.687, 3.110, -0.169], [-0.332, -3.785, 4.538], [-0.754, -6.086, 2.026], [2.528, -3.346, 6.937], [0.463, 0.936, 2.210], [-0.810, -0.974, 5.628], [-2.467, 0.040, 4.250], [4.706, -6.834, -1.561], [1.859, -8.046, 2.302], [4.736, -5.186, -4.895], [-1.772, -0.992, 2.114], [0.828, -3.832, 7.014], [4.594, 2.713, 0.495], [8.242, -3.691, 0.044], [2.044, 0.504, 6.346], [6.940, -0.544, 3.741], [2.185, 2.769, 3.340], [-4.949, 3.328, -0.247], [0.600, -0.746, 2.216], [8.934, 2.090, 0.706], [-1.390, -4.539, 2.606], [0.033, -4.430, -1.385], [3.780, -4.580, 5.349], [2.025, -9.354, 0.225], [6.509, 0.798, -4.418], [0.905, 1.142, 5.144], [0.321, -0.987, 4.425], [7.208, -2.442, 0.733], [5.662, 0.978, -2.876], [-1.045, -1.939, 4.303], [4.680, -6.654, 3.889], [7.388, -5.073, -4.626], [5.135, -5.119, 3.117], [2.706, -2.692, -6.212], [-1.007, 1.030, 4.280], [6.332, -4.017, -5.582], [3.888, -3.915, -6.703], [-0.361, -5.929, -2.235], [2.164, -4.191, -6.996], [-1.927, 0.754, 2.017], [8.814, 0.469, -1.130], [0.695, -3.826, -4.728], [1.978, 2.243, 6.023], [5.707, -5.730, -2.494], [5.147, -7.248, -3.223], [7.100, 2.246, 2.338], [2.853, 2.812, 0.755], [5.974, -1.716, 2.837], [7.415, 1.252, -2.977], [6.482, -3.936, 0.132], [4.404, -6.406, 2.161], [1.293, -2.312, 6.209], [3.950, 3.892, 1.645], [6.833, -1.390, -5.093], [2.292, -8.211, -1.934], [-0.370, -4.586, 1.165], [-6.023, -1.446, -0.150]]}

=====

No. 2
{"formula": "C59H65F13O7Zr", "method": "ωB97M-V/def2-TZVPD", "lumo_ev": -8.194, "homo_energy_ha": -0.4458, "orbital_gap_ev": 3.94, "spin_multiplicity": 1, "total_energy_ha": -4158.67217, "charge": 2, "elements": ["Zr", "F", "F", "F", "F", "F", "F", "F", "F", "F", "F", "F", "F", "F", "O", "O", "O", "O", "O", "O", "O", "C", "C", "C", "C", "C", "C", "C", "C", "C", "C", "C", "C", "C", "C", "C", "C", "C", "C", "C", "C", "C", "C", "C", "C", "C", "C", "C", "C", "C", "C", "C", "C", "C", "C", "C", "C", "C", "C", "C", "C", "C", "C", "C", "C", "C", "C", "C", "C", "C", "C", "C", "C", "C", "C", "C", "C", "C", "C", "C", "H", "H", "H", "H", "H", "H", "H", "H", "H", "H", "H", "H", "H", "H", "H", "H", "H", "H", "H", "H", "H", "H", "H", "H", "H", "H", "H", "H", "H", "H", "H", "H", "H", "H", "H", "H", "H", "H", "H", "H", "H", "H", "H", "H", "H", "H", "H", "H", "H", "H", "H", "H", "H", "H", "H", "H", "H", "H", "H", "H", "H", "H", "H", "H", "H"], "positions_angstrom": [[-12.251, -22.797, 32.180], [-12.691, -21.659, 27.859], [-2.885, -23.322, 31.030], [-12.455, -19.509, 27.679], [-10.185, -27.076, 29.558], [-12.305, -33.641, 28.359], [-8.632, -29.738, 31.790], [-14.213, -20.357, 28.627], [-6.020, -20.705, 28.559], [-10.515, -27.241, 31.632], [-14.307, -28.921, 27.411], [-7.894, -26.572, 25.824], [-10.837, -23.649, 22.841], [-12.129, -26.659, 30.377], [-12.891, -19.592, 30.712], [-10.563, -24.207, 29.587], [-13.384, -24.710, 33.161], [-13.421, -24.057, 30.613], [-9.979, -21.857, 32.348], [-12.117, -21.640, 30.478], [-10.885, -24.314, 31.755], [-10.586, -32.355, 27.395], [-14.471, -24.193, 29.963], [-12.177, -20.424, 29.842], [-10.151, -30.137, 28.244], [-4.050, -25.354, 31.358], [-8.114, -26.224, 24.531], [-11.305, -21.613, 21.755], [-13.641, -17.406, 31.411], [-10.782, -29.036, 35.220], [-11.740, -27.046, 25.723], [-10.524, -30.108, 33.104], [-11.967, -21.973, 24.041], [-7.824, -24.927, 24.134], [-4.763, -23.714, 29.720], [-9.715, -23.422, 27.520], [-11.298, -29.842, 34.211], [-11.158, -30.321, 29.196], [-11.375, -22.418, 22.875], [-12.889, -20.479, 28.473], [-8.619, -27.153, 23.658], [-8.757, -21.750, 32.261], [-8.419, -25.554, 21.906], [-12.440, -26.613, 24.603], [-5.995, -25.771, 30.016], [-8.841, -20.275, 25.571], [-9.302, -29.497, 32.920], [-14.965, -25.574, 29.692], [-12.619, -20.746, 24.020], [-5.813, -24.538, 29.379], [-12.621, -18.180, 30.593], [-10.099, -24.672, 28.310], [-11.632, -32.488, 28.275], [-13.783, -26.956, 24.439], [-8.206, -20.289, 27.894], [-8.666, -26.856, 22.297], [-7.556, -20.693, 25.237], [-11.821, -20.332, 21.805], [-9.167, -20.178, 26.908], [-11.882, -31.500, 29.212], [-6.599, -20.882, 26.239], [-9.557, -28.414, 35.027], [-9.904, -31.149, 27.322], [-7.984, -24.586, 22.803], [-8.816, -28.629, 33.877], [-7.867, -22.922, 32.429], [-12.482, -19.886, 22.942], [-10.807, -26.457, 30.576], [-14.357, -25.345, 35.237], [-12.848, -26.910, 33.876], [-14.432, -27.746, 25.368], [-5.120, -26.170, 31.007], [-13.718, -28.160, 26.473], [-3.900, -24.141, 30.719], [-10.351, -25.005, 30.712], [-13.497, -25.575, 34.040], [-12.398, -27.791, 26.677], [-15.328, -23.061, 29.524], [-8.149, -20.401, 32.082], [-6.905, -20.602, 27.549], [-7.352, -20.134, 32.772], [-6.570, -24.337, 28.627], [-5.348, -27.054, 31.589], [-10.343, -33.190, 26.750], [-11.150, -20.056, 29.706], [-12.001, -28.266, 27.569], [-13.731, -25.623, 36.094], [-8.446, -23.694, 32.943], [-12.065, -25.911, 23.869], [-8.630, -25.217, 20.897], [-7.206, -20.704, 24.214], [-9.529, -20.109, 24.751], [-13.361, -16.362, 31.544], [-4.515, -22.778, 29.237], [-9.004, -28.113, 23.978], [-10.179, -19.965, 27.228], [-7.863, -28.136, 33.731], [-9.022, -27.628, 21.629], [-12.716, -31.556, 29.903], [-11.309, -28.928, 36.161], [-9.254, -25.109, 30.809], [-10.349, -22.583, 27.806], [-9.150, -25.213, 28.252], [-14.157, -26.269, 29.486], [-9.881, -23.539, 26.444], [-7.531, -24.239, 24.920], [-11.781, -26.794, 33.690], [-10.687, -26.802, 25.803], [-11.659, -18.011, 31.099], [-8.458, -20.105, 28.931], [-12.216, -30.378, 34.417], [-11.953, -22.591, 24.930], [-3.307, -25.547, 32.123], [-8.938, -19.661, 32.242], [-10.746, -22.013, 20.917], [-9.551, -29.242, 28.144], [-14.594, -17.424, 30.879], [-9.194, -27.723, 35.778], [-13.760, -17.805, 32.419], [-11.293, -29.513, 29.904], [-10.924, -25.238, 27.883], [-7.732, -23.359, 31.428], [-14.909, -22.082, 29.740], [-12.609, -17.802, 29.571], [-7.826, -20.264, 31.047], [-15.691, -25.560, 28.881], [-15.476, -23.149, 28.450], [-8.657, -23.185, 27.610], [-6.901, -22.799, 32.904], [-6.801, -26.424, 29.706], [-14.460, -24.276, 35.451], [-12.928, -18.903, 23.009], [-13.394, -27.356, 33.042], [-10.858, -30.906, 32.450], [-9.187, -30.988, 26.528], [-15.489, -27.984, 25.336], [-15.332, -25.822, 35.223], [-14.288, -26.488, 23.604], [-16.243, -23.125, 30.119], [-7.808, -23.594, 22.412], [-12.979, -27.414, 34.826], [-11.783, -19.673, 20.947], [-13.229, -20.449, 24.864], [-15.509, -25.889, 30.590], [-5.582, -21.066, 25.913]]}

=====

No. 3
{"formula": "C59H89N11O11", "method": "ωB97M-V/def2-TZVPD", "smiles": "O=C1c2ccccc2C(=O)c2ccccc21.O=C1c2ccccc2C(=O)c2ccccc21.CC1(C)CCCC(C)(C)N1O.CC1(C)CCCC(C)(C)N1O.CC1(C)CCCC(C)(C)N1O.NC(N)=O.NC(N)=O.NC(N)=O.NC(N)=O", "lumo_ev": -1.329, "homo_energy_ha": -0.2882, "orbital_gap_ev": 6.51, "spin_multiplicity": 1, "total_energy_ha": -3731.58869, "elements": ["O", "O", "O", "O", "O", "O", "O", "O", "O", "O", "O", "N", "N", "N", "N", "N", "N", "N", "N", "N", "N", "N", "C", "C", "C", "C", "C", "C", "C", "C", "C", "C", "C", "C", "C", "C", "C", "C", "C", "C", "C", "C", "C", "C", "C", "C", "C", "C", "C", "C", "C", "C", "C", "C", "C", "C", "C", "C", "C", "C", "C", "C", "C", "C", "C", "C", "C", "C", "C", "C", "C", "C", "C", "C", "C", "C", "C", "C", "C", "C", "C", "H", "H", "H", "H", "H", "H", "H", "H", "H", "H", "H", "H", "H", "H", "H", "H", "H", "H", "H", "H", "H", "H", "H", "H", "H", "H", "H", "H", "H", "H", "H", "H", "H", "H", "H", "H", "H", "H", "H", "H", "H", "H", "H", "H", "H", "H", "H", "H", "H", "H", "H", "H", "H", "H", "H", "H", "H", "H", "H", "H", "H", "H", "H", "H", "H", "H", "H", "H", "H", "H", "H", "H", "H", "H", "H", "H", "H", "H", "H", "H", "H", "H", "H", "H", "H", "H", "H", "H", "H"], "positions_angstrom": [[0.626, -4.569, -4.026], [1.717, -0.905, -0.734], [1.626, -6.544, -1.647], [-2.308, 6.197, 7.730], [1.938, 0.198, 4.485], [5.597, 2.229, -4.720], [-2.941, -2.895, -1.448], [0.285, 1.724, -5.217], [-7.870, -4.366, 0.004], [5.003, 4.176, -0.166], [0.318, 6.080, -0.050], [3.815, 6.082, -0.051], [-0.263, -3.080, -2.560], [5.072, 5.366, 1.768], [2.621, -7.544, -1.574], [3.878, 2.597, -3.273], [-1.222, 6.145, 6.832], [-1.353, 4.681, 0.671], [2.001, -3.152, -2.831], [-1.382, 6.936, 1.172], [5.995, 3.376, -2.769], [-1.080, 2.067, -4.979], [-2.127, 7.785, 5.130], [-1.169, 2.929, -3.817], [-1.271, -0.332, -4.187], [0.532, -3.602, 3.332], [-6.213, -1.676, -3.820], [-5.768, -5.197, 1.609], [0.251, 4.855, 5.516], [5.124, -8.948, -1.392], [-2.191, 4.613, 5.072], [1.822, 1.745, -0.020], [1.873, -8.508, 0.600], [-3.537, 1.920, -3.432], [1.312, -1.367, 2.823], [3.513, -7.434, -2.702], [0.794, -3.661, -3.233], [-5.559, -4.492, 0.428], [5.207, 2.719, -3.667], [0.433, -3.897, 1.985], [-5.125, -1.943, -3.003], [-7.482, -2.158, -3.511], [3.666, -6.727, 0.527], [1.608, -0.652, 0.449], [4.034, -9.077, -0.335], [1.856, 3.378, 1.744], [-0.704, 5.888, 0.590], [1.750, -0.032, 3.317], [1.719, 0.744, 0.927], [4.610, 5.118, 0.512], [-1.203, 3.754, 7.197], [-1.871, 0.815, -5.028], [-6.757, -4.101, -0.374], [-3.224, -4.306, 0.909], [-0.929, 8.513, 7.172], [2.747, -7.494, -4.019], [4.418, -8.684, -2.712], [0.354, 7.333, 5.421], [-1.872, 0.372, -6.504], [0.508, 6.056, 4.606], [-3.343, 1.023, -4.653], [1.820, 2.369, 2.674], [-4.694, -5.564, 2.386], [1.010, -2.358, 3.742], [-1.115, 4.848, 6.161], [1.797, 1.035, 2.282], [1.258, -1.691, 1.458], [-0.595, 4.310, -4.134], [-4.064, -3.218, -1.157], [-0.540, 2.467, -2.482], [-2.652, 3.155, -3.512], [3.025, -7.928, -0.246], [-1.003, 7.404, 6.122], [4.414, -6.193, -2.640], [-3.430, -5.103, 2.019], [-5.257, -2.813, -1.931], [1.878, 3.064, 0.397], [-4.306, -4.001, 0.090], [0.854, -2.947, 1.063], [-6.524, -3.306, -1.612], [-7.601, -3.031, -2.435], [-3.081, 3.846, -4.257], [5.770, -8.106, -1.134], [0.147, -4.866, 1.614], [-0.417, 9.383, 6.743], [-8.558, -3.507, -2.268], [-4.761, -6.106, 3.319], [-3.091, 7.483, 5.548], [-6.061, -0.968, -4.628], [5.707, 4.689, 2.152], [1.483, 5.992, 4.118], [-2.051, 7.294, 4.157], [-0.100, -2.300, -1.948], [0.467, 3.943, 4.950], [3.562, -5.758, 0.047], [-0.968, 7.843, 1.068], [6.982, 3.478, -2.899], [1.716, 1.483, -1.062], [3.435, -7.757, -4.832], [-1.897, 8.911, 7.478], [-2.236, 6.874, 1.693], [5.337, -6.369, -2.092], [5.608, 3.639, -1.870], [0.488, 2.121, -2.649], [3.792, 7.011, 0.321], [0.472, 4.211, -4.355], [0.821, -3.177, 0.008], [3.314, -6.641, 1.554], [4.751, -5.864, -3.636], [1.060, 4.892, 6.255], [1.945, 3.814, -0.381], [-0.485, 3.293, -1.779], [-4.561, 2.164, -3.150], [-6.791, -5.382, 1.906], [1.717, 2.541, 3.738], [-0.600, -0.965, -4.773], [-2.816, 3.753, -2.606], [1.657, -9.560, 0.406], [2.253, -6.579, -4.346], [-3.099, 6.379, 7.195], [-3.950, 1.472, -5.447], [3.289, 5.850, -0.871], [0.455, -4.350, 4.114], [-3.130, 5.130, 5.274], [0.920, -7.993, 0.462], [-2.185, 4.631, 1.229], [-1.063, 3.889, 0.131], [1.017, -2.142, 4.803], [5.108, -8.642, -3.554], [-1.069, 1.643, -2.000], [-2.551, -5.397, 2.585], [3.304, 2.215, -4.000], [-2.230, -0.660, -6.555], [3.581, 3.031, -2.421], [-2.299, 1.114, -7.169], [0.618, 1.399, -4.367], [1.956, -2.344, -2.223], [0.811, -7.024, -1.829], [-0.354, 8.193, 8.039], [-1.830, 4.938, 4.095], [-4.186, -1.439, -3.195], [-3.777, 0.043, -4.454], [-2.221, 3.521, 7.521], [-8.245, -1.963, -4.252], [-0.658, -0.010, -3.341], [-2.135, 8.860, 4.954], [2.867, -3.581, -3.084], [0.425, 8.180, 4.731], [1.872, 4.422, 2.031], [3.892, -5.286, -2.326], [-2.265, -3.821, 0.785], [-2.028, -1.003, -3.782], [-0.826, 0.232, -6.801], [-0.692, 2.843, 6.888], [5.690, -9.877, -1.377], [-0.196, 6.074, 3.766], [3.550, -10.055, -0.446], [1.136, 7.425, 6.177], [2.057, -8.342, -4.031], [4.740, -6.934, 0.608], [3.767, -9.552, -2.868], [4.594, 5.977, 2.404], [-1.052, 4.718, -5.034], [4.430, -9.229, 0.681], [-0.774, 4.085, 8.149], [-0.712, 4.969, -3.276], [-1.208, -3.371, -2.714], [-2.421, 3.551, 4.963], [2.130, -8.435, 1.657], [-3.198, 1.346, -2.547]]}